(1)
A structure of composition C27H40Ge2P2Pd. Source: OMol25; level of theory: ωB97M-V/def2-TZVPD.

ORCA input file:
```
! RIJCOSX wB97M-V def2-TZVPD def2/J DEFGRID3
* xyz 3 2
Pd 0.405 0.605 0.861
C 0.089 4.309 1.141
P 0.834 2.869 0.334
C 0.373 3.015 -1.416
C 2.635 3.180 0.400
C 3.392 1.970 -0.145
P 2.743 0.463 0.647
C 3.404 0.427 2.330
C 3.442 -0.965 -0.204
H 0.547 5.207 0.720
H 0.273 4.291 2.217
H -0.985 4.342 0.964
H 0.597 4.022 -1.774
H -0.695 2.835 -1.533
H 0.919 2.296 -2.026
H 2.902 3.373 1.442
H 2.859 4.089 -0.162
H 4.464 2.039 0.051
H 3.267 1.871 -1.226
H 4.496 0.453 2.292
H 3.096 -0.495 2.823
H 3.048 1.278 2.911
H 4.532 -0.901 -0.163
H 3.125 -0.986 -1.246
H 3.120 -1.883 0.288
C 0.177 -4.058 0.433
C -0.079 -3.583 1.720
C -0.302 -2.232 1.937
C -0.163 -1.347 0.866
C -0.045 -1.832 -0.445
C 0.191 -3.186 -0.653
H 0.328 -5.118 0.274
H -0.102 -4.271 2.555
H -0.499 -1.873 2.940
H -0.072 -1.161 -1.299
H 0.361 -3.561 -1.654
C -3.539 -3.423 0.360
Ge -4.174 -1.634 0.153
C -5.113 -0.785 1.589
C -4.133 -0.840 -1.588
Ge -1.495 1.168 2.227
C -2.771 2.562 1.992
C -3.429 2.747 0.768
C -4.262 3.837 0.588
C -4.416 4.763 1.617
C -3.752 4.598 2.825
C -2.938 3.491 3.026
C -1.407 0.584 4.038
C -2.546 0.685 4.855
C -2.479 0.284 6.180
C -1.280 -0.189 6.698
C -0.145 -0.283 5.900
C -0.212 0.084 4.567
H -4.314 -4.066 -0.076
H -3.418 -3.692 1.407
H -2.619 -3.588 -0.200
H -6.173 -0.837 1.309
H -4.867 0.274 1.688
H -4.972 -1.315 2.528
H -4.994 -1.266 -2.118
H -3.239 -1.130 -2.137
H -4.254 0.240 -1.570
H -3.275 2.048 -0.049
H -4.783 3.978 -0.350
H -5.059 5.622 1.472
H -3.875 5.326 3.616
H -2.438 3.364 3.978
H -3.476 1.080 4.464
H -3.354 0.352 6.812
H -1.228 -0.488 7.737
H 0.783 -0.646 6.321
H 0.669 -0.003 3.938
*
```

Summary:
- HOMO (alpha / beta) (eV) = -16.56 / -16.91
- HOMO-LUMO gap (alpha / beta) (eV) = 6.85 / 5.73
- energy relative to the best compared isomer or geometry (same formula, charge and spin) (kcal per mole) = 47.5

***

(2)
A cluster of 13 separate species, H25O13 in total in a non-equilibrium geometry. Source: OMol25; level of theory: ωB97M-V/def2-TZVPD.

ORCA input file:
```
! RIJCOSX wB97M-V def2-TZVPD def2/J DEFGRID3
* xyz -1 1
O -1.242 1.435 3.256
H -0.993 0.788 2.576
H -1.010 1.040 4.101
O 4.007 -2.311 -0.342
H 3.784 -2.246 0.590
H 3.217 -2.147 -0.865
O -1.648 3.418 1.080
H -2.000 3.672 0.206
O 3.221 -0.399 1.590
H 3.902 0.220 1.330
H 2.625 -0.237 2.322
O 1.220 -0.208 -0.577
H 0.763 -1.527 -0.833
H 2.159 -0.238 -0.374
O -0.268 0.796 -2.536
H 0.288 0.541 -1.756
H -0.651 0.039 -2.999
O 0.002 -0.792 1.842
H -0.132 -1.733 1.881
H -0.728 3.543 0.773
O -3.610 0.109 1.848
H -2.883 0.264 2.464
H -3.739 1.001 1.502
O -0.047 -2.306 -0.831
H -0.227 -2.171 0.094
H 0.163 -0.351 0.962
O -0.622 -2.476 -3.317
H -1.326 -2.491 -2.653
H -0.049 -1.905 -2.801
O 1.822 2.703 0.401
H 2.326 2.387 -0.355
H 1.215 1.956 0.511
O -1.416 3.484 -2.304
H -0.640 4.004 -2.067
H -1.112 2.672 -2.736
O -2.326 -3.509 -0.982
H -2.702 -3.514 -0.099
H -1.342 -3.513 -0.902
*
```

Summary:
- HOMO (eV) = -6.68
- HOMO-LUMO gap (eV) = 9.27
- energy relative to the best compared isomer or geometry (same formula, charge and spin) (kcal per mole) = 47.5

***

(3)
A structure of composition C50H112Br2N8O8 in a non-equilibrium geometry. Source: OMol25; level of theory: ωB97M-V/def2-TZVPD.

ORCA input file:
```
! RIJCOSX wB97M-V def2-TZVPD def2/J DEFGRID3
* xyz 6 1
C -0.062 -5.013 4.758
C -0.643 -3.724 5.129
O -1.352 -2.964 4.457
N -0.239 -3.182 6.497
H -1.087 -3.228 7.123
H 0.452 -3.751 6.982
C 0.096 -1.709 6.502
H 0.963 -4.819 4.459
H -0.706 -5.419 3.959
H -0.050 -5.725 5.564
H 0.706 -1.492 5.623
H 0.597 -1.310 7.358
H -0.829 -1.256 6.162
C -3.428 0.086 4.827
C -3.172 1.329 4.018
O -3.015 1.479 2.836
N -2.901 2.481 4.845
H -3.282 2.212 5.752
H -1.775 2.408 4.998
C -3.119 3.907 4.386
H -4.440 -0.024 5.191
H -2.756 0.060 5.705
H -3.313 -0.644 4.031
H -4.165 4.175 4.454
H -2.938 3.799 3.334
H -2.506 4.657 4.898
C -5.274 -1.860 -2.142
C -5.812 -0.365 -2.214
C -7.324 -0.527 -2.506
C -8.196 -0.384 -1.226
C -7.640 -0.975 0.020
C -6.348 -0.198 0.505
N -5.505 0.158 -0.758
O -4.340 0.882 -0.583
C -5.463 -1.218 1.242
C -6.619 1.058 1.283
C -5.102 0.508 -3.198
H -5.455 -2.215 -3.164
H -5.736 -2.511 -1.423
H -4.194 -1.872 -1.966
H -7.445 -1.527 -2.919
H -7.587 0.321 -3.154
H -9.221 -0.788 -1.325
H -8.295 0.692 -1.057
H -7.360 -2.029 -0.110
H -8.425 -0.892 0.776
H -6.044 -1.635 2.059
H -4.522 -0.773 1.511
H -5.114 -2.063 0.679
H -7.120 0.777 2.206
H -7.261 1.748 0.749
H -5.678 1.516 1.595
H -5.571 0.252 -4.141
H -4.021 0.406 -3.220
H -5.461 1.532 -3.109
C 3.653 6.791 -5.450
C 4.244 5.492 -5.832
C 5.619 5.746 -6.537
C 6.600 4.615 -6.622
C 6.930 4.217 -5.224
C 5.739 3.591 -4.431
N 4.590 4.660 -4.603
O 3.805 4.909 -3.481
C 6.173 3.552 -3.042
C 5.241 2.276 -5.045
C 3.318 4.585 -6.599
H 2.653 6.675 -5.075
H 3.469 7.370 -6.356
H 4.244 7.347 -4.725
H 6.058 6.623 -6.061
H 5.317 5.997 -7.536
H 7.437 4.837 -7.235
H 6.226 3.765 -7.167
H 7.475 4.962 -4.677
H 7.685 3.429 -5.277
H 5.504 3.058 -2.366
H 6.450 4.559 -2.720
H 7.057 2.904 -3.046
H 5.366 2.274 -6.133
H 4.229 2.042 -4.714
H 5.838 1.449 -4.649
H 2.352 4.403 -6.130
H 3.721 3.605 -6.863
H 3.258 5.049 -7.573
C 3.538 0.901 -1.083
C 2.096 0.563 -1.273
C 1.949 -0.901 -1.516
C 0.489 -1.459 -1.431
C 0.054 -1.310 0.031
C 0.031 0.136 0.480
N 1.329 0.794 0.033
O 1.806 1.727 0.808
C -0.065 0.199 2.009
C -1.193 0.782 -0.139
C 1.381 1.470 -2.394
H 3.980 0.530 -2.010
H 3.978 0.514 -0.168
H 3.723 1.968 -1.135
H 2.642 -1.467 -0.908
H 2.305 -1.071 -2.533
H 0.494 -2.528 -1.684
H -0.218 -0.922 -2.068
H 0.712 -1.887 0.686
H -0.980 -1.644 0.165
H 0.894 -0.166 2.476
H -0.905 -0.397 2.397
H -0.171 1.218 2.356
H -1.458 0.624 -1.204
H -1.272 1.823 0.155
H -1.952 0.359 0.506
H 2.190 1.567 -3.080
H 1.079 2.457 -2.060
H 0.462 1.022 -2.788
C -2.239 -9.104 -0.836
C -1.262 -7.968 -0.421
C -0.796 -6.998 -1.590
C -1.885 -6.038 -2.113
C -2.394 -5.167 -0.989
C -2.989 -5.976 0.175
N -2.034 -7.088 0.523
O -1.853 -7.372 1.883
C -4.255 -6.685 -0.238
C -3.082 -5.005 1.324
C 0.002 -8.483 0.203
H -2.796 -9.466 0.039
H -1.641 -9.886 -1.282
H -3.015 -8.897 -1.586
H -0.477 -7.670 -2.405
H 0.085 -6.408 -1.289
H -2.714 -6.556 -2.627
H -1.372 -5.432 -2.885
H -3.259 -4.646 -1.386
H -1.632 -4.468 -0.676
H -4.467 -7.499 0.471
H -4.365 -7.035 -1.263
H -5.098 -6.008 -0.080
H -3.565 -5.371 2.245
H -3.609 -4.090 1.041
H -2.061 -4.678 1.507
H -0.086 -9.219 1.028
H 0.686 -7.715 0.507
H 0.462 -9.013 -0.626
C 0.089 4.446 2.338
C 0.544 5.750 1.766
C 1.792 5.545 1.015
O 2.057 6.801 0.366
C 3.021 6.783 -0.701
N -0.569 6.299 0.869
H -0.932 5.562 0.210
H -1.284 6.596 1.546
H -0.237 7.160 0.413
H -0.205 3.808 1.519
H -0.796 4.529 2.974
H 0.832 4.113 3.025
H 0.640 6.502 2.544
H 1.560 4.808 0.263
H 2.632 5.359 1.659
H 3.503 7.746 -0.655
H 2.519 6.537 -1.598
H 3.759 6.117 -0.345
C 6.062 -1.447 1.450
C 5.719 -1.417 2.929
C 4.274 -0.908 3.140
O 4.116 0.297 2.564
C 3.725 1.461 3.376
N 5.986 -2.765 3.479
H 5.475 -3.548 3.058
H 7.012 -2.868 3.449
H 5.733 -2.830 4.483
H 6.013 -0.416 1.111
H 5.281 -2.066 0.958
H 7.078 -1.805 1.284
H 6.450 -0.743 3.411
H 4.104 -0.786 4.224
H 3.589 -1.727 2.855
H 3.955 2.292 2.699
H 4.428 1.591 4.181
H 2.681 1.358 3.675
Br -0.054 1.616 5.195
Br -0.917 4.151 -1.095
*
```

Summary:
- HOMO (eV) = -18.69
- HOMO-LUMO gap (eV) = 4.18
- energy relative to the best compared isomer or geometry (same formula, charge and spin) (kcal per mole) = 0.0

***

(4)
A structure of composition C30H45NO4P2Pt in a non-equilibrium geometry. Source: OMol25; level of theory: ωB97M-V/def2-TZVPD.

ORCA input file:
```
! RIJCOSX wB97M-V def2-TZVPD def2/J DEFGRID3
* xyz 2 5
Pt -1.035 -1.838 -5.010
C -0.817 -2.521 1.484
C 0.423 -2.859 0.869
C 0.875 -1.690 2.802
C -0.537 -1.808 2.683
C 1.468 -2.327 1.679
C -2.158 -2.793 0.934
H -2.130 -3.644 0.245
H -2.545 -1.921 0.379
H -2.868 -3.013 1.741
C -1.545 -1.247 3.596
H -2.466 -1.844 3.580
H -1.800 -0.217 3.297
H -1.162 -1.211 4.624
C 1.625 -0.999 3.866
H 0.994 -0.837 4.748
H 1.967 -0.013 3.514
H 2.509 -1.579 4.161
C 2.910 -2.361 1.373
H 3.495 -2.419 2.300
H 3.229 -1.454 0.834
H 3.156 -3.227 0.748
C 0.580 -3.617 -0.386
H -0.128 -4.457 -0.418
H 1.597 -4.019 -0.472
H 0.388 -2.994 -1.276
C -0.870 -0.714 -6.621
C 0.145 -1.780 -6.573
C 1.602 -1.584 -6.123
C 1.785 -1.888 -4.611
C 0.497 -1.498 -3.843
C 0.304 -0.083 -4.040
C -0.653 0.830 -4.660
C -0.560 0.729 -6.227
H 1.964 -0.569 -6.358
H 2.636 -1.317 -4.224
H 2.216 -2.295 -6.695
H 0.420 1.056 -6.595
H -1.649 -0.856 -7.387
H -0.013 -2.610 -7.277
H -1.319 1.382 -6.676
H -1.693 0.601 -4.366
H 1.265 0.442 -3.840
H -0.439 1.856 -4.336
H 2.047 -2.949 -4.461
H 0.467 -1.851 -2.799
P -1.935 0.569 -0.452
C -3.422 1.476 0.147
C -2.720 -0.022 -2.013
P 0.692 1.555 -1.766
C -0.930 2.027 -1.029
C 1.449 0.564 -0.445
C 1.707 3.066 -1.611
H -3.117 2.167 0.942
H -4.110 0.726 0.562
H -3.910 2.011 -0.685
H -2.925 0.812 -2.697
H -3.668 -0.516 -1.753
H -2.077 -0.763 -2.511
H 1.224 3.895 -2.139
H 2.683 2.857 -2.071
H 1.835 3.302 -0.547
H -0.718 2.640 -0.132
H -1.502 2.617 -1.770
H 1.334 1.106 0.550
H 2.520 0.432 -0.659
H 0.969 -0.415 -0.363
O -1.065 1.570 2.048
C 0.051 1.833 2.579
O 1.212 1.723 2.062
C 0.061 2.301 4.014
C -1.119 2.371 4.781
C -1.059 2.645 6.144
C 0.197 2.844 6.753
C 1.379 2.854 5.987
C 1.302 2.591 4.626
N 0.296 2.883 8.171
O -0.757 2.810 8.849
O 1.434 2.971 8.692
H -2.079 2.207 4.297
H -1.955 2.677 6.755
H 2.339 3.029 6.467
H 2.209 2.591 4.030
*
```

Summary:
- HOMO (alpha / beta) (eV) = -12.72 / -13.81
- HOMO-LUMO gap (alpha / beta) (eV) = 5.78 / 4.50
- energy relative to the best compared isomer or geometry (same formula, charge and spin) (kcal per mole) = 73.4